Record 1
{"formula": "C12H22Br2NO", "method": "wB97M-V/def2-TZVPD", "multiplicity": 2, "total_energy_ev": -156421.6310, "species": ["C", "C", "Br", "C", "Br", "C", "C", "C", "C", "C", "N", "O", "C", "C", "C", "C", "H", "H", "H", "H", "H", "H", "H", "H", "H", "H", "H", "H", "H", "H", "H", "H", "H", "H", "H", "H", "H", "H"], "positions_angstrom": [[4.0065, -0.7212, 0.4466], [3.2329, 0.4683, -0.0600], [4.3592, 2.0651, 0.0045], [1.8809, 0.8168, 0.6388], [1.4317, -0.3870, 2.1034], [0.7762, 0.9610, -0.4106], [-0.4525, 1.7146, 0.1167], [-1.6629, 0.8775, 0.5764], [-2.0288, 1.2550, 2.0417], [-2.8767, 1.2401, -0.2697], [-1.4106, -0.5805, 0.5734], [-2.3984, -1.2678, 1.0116], [-0.7507, -1.1902, -0.6032], [-0.2113, -2.5815, -0.1367], [-1.7320, -1.4842, -1.7399], [0.3951, -0.3239, -1.1715], [3.4280, -1.6327, 0.3704], [4.3292, -0.5379, 1.4626], [4.8840, -0.8341, -0.1803], [3.0104, 0.3191, -1.1069], [1.9950, 1.7862, 1.0972], [1.2318, 1.6142, -1.1505], [-0.8017, 2.3377, -0.7000], [-0.1051, 2.3969, 0.8823], [-3.0972, 1.3612, 2.1765], [-1.6704, 0.4755, 2.6992], [-1.5575, 2.1821, 2.3444], [-3.0816, 2.2897, -0.0900], [-2.6978, 1.1339, -1.3349], [-3.7483, 0.6806, 0.0446], [-0.3657, -2.6910, 0.9245], [-0.7201, -3.3854, -0.6468], [0.8525, -2.6837, -0.3137], [-1.9929, -0.6074, -2.3209], [-2.6066, -2.0041, -1.3760], [-1.2239, -2.1646, -2.4144], [1.2962, -0.9019, -1.3306], [0.0830, 0.0037, -2.1581]], "forces_ev_per_a": [[0.4, 0.4, -0.2], [-0.7, -0.2, 0.4], [0.1, 0.0, -0.1], [0.4, 0.0, -0.6], [0.0, 0.1, 0.0], [-0.4, -0.5, 0.3], [0.3, -0.5, -0.6], [-0.1, 0.8, 1.3], [0.3, -0.3, -0.2], [0.1, 0.1, -0.2], [-0.9, 0.3, -1.2], [0.4, 0.0, 0.3], [1.0, -1.2, 0.0], [0.0, 0.6, 0.2], [0.1, 0.0, -0.1], [-0.2, 0.8, 0.3], [-0.2, -0.1, 0.1], [0.0, -0.2, 0.3], [0.2, -0.1, 0.0], [0.1, 0.1, -0.3], [0.0, 0.1, 0.4], [0.2, 0.2, -0.1], [-0.1, 0.2, -0.2], [-0.1, 0.1, 0.3], [-0.2, -0.1, 0.0], [0.0, -0.1, 0.3], [0.0, 0.2, -0.1], [-0.1, 0.3, 0.0], [0.0, -0.1, -0.2], [-0.1, -0.3, -0.1], [-0.1, -0.1, 0.3], [-0.2, -0.2, -0.1], [0.2, 0.0, -0.1], [-0.2, 0.2, 0.0], [-0.3, 0.0, 0.2], [0.1, -0.1, -0.3], [0.1, -0.4, 0.0], [0.0, 0.1, -0.2]]}

---

Record 2
{"formula": "C21H70N4O14", "method": "wB97M-V/def2-TZVPD", "multiplicity": 1, "de_lowest_kcal_mol": 33.5, "total_energy_ev": -57530.2299, "species": ["C", "C", "O", "H", "H", "H", "H", "H", "H", "C", "C", "O", "H", "H", "H", "H", "H", "H", "C", "C", "O", "H", "H", "H", "H", "H", "H", "C", "C", "O", "H", "H", "H", "H", "H", "H", "C", "C", "O", "H", "H", "H", "H", "H", "H", "C", "C", "O", "H", "H", "H", "H", "H", "H", "C", "C", "O", "H", "H", "H", "H", "H", "H", "C", "O", "N", "N", "H", "H", "H", "H", "C", "O", "N", "N", "H", "H", "H", "H", "C", "O", "H", "H", "H", "H", "C", "O", "H", "H", "H", "H", "C", "O", "H", "H", "H", "H", "C", "O", "H", "H", "H", "H", "C", "O", "H", "H", "H", "H"], "positions_angstrom": [[-3.2604, 0.7779, -3.0777], [-3.6752, 0.6127, -1.5963], [-4.7664, 1.3369, -1.2749], [-3.8603, 0.2020, -3.7427], [-2.2522, 0.4560, -3.1784], [-3.1974, 1.7851, -3.4358], [-2.8564, 1.0231, -0.9143], [-3.8824, -0.3980, -1.4257], [-4.6709, 1.5313, -0.3380], [-3.7523, -3.7906, -0.7071], [-2.4755, -3.8658, 0.0092], [-2.4840, -5.0831, 0.6757], [-4.5518, -3.8442, 0.0016], [-3.8570, -4.5495, -1.4610], [-3.9523, -2.8088, -1.1732], [-2.2890, -3.0320, 0.7103], [-1.7148, -3.6912, -0.7451], [-2.5119, -5.8226, -0.0155], [3.6055, 3.4335, 2.3807], [3.5885, 1.9415, 2.0062], [2.3929, 1.4640, 2.3799], [2.7415, 3.9460, 2.0453], [4.3385, 3.8902, 1.8391], [3.8456, 3.6762, 3.4245], [4.4423, 1.3836, 2.2540], [3.5749, 1.9754, 0.9313], [2.4437, 1.2267, 3.2666], [-0.3461, 2.8133, -3.7431], [-0.0815, 1.8853, -2.6146], [0.2460, 0.6107, -3.1977], [-0.7239, 3.7901, -3.3121], [-1.0555, 2.3845, -4.3936], [0.5357, 3.0525, -4.2530], [-0.8926, 1.7067, -1.8838], [0.7323, 2.3017, -2.0742], [0.3919, -0.1278, -2.5847], [1.9564, -2.4131, -2.7628], [3.2415, -3.1915, -2.4524], [4.2008, -2.4647, -2.9963], [1.8313, -1.5108, -2.1516], [1.2610, -3.1916, -2.5910], [1.9110, -2.0930, -3.8166], [3.1962, -4.1389, -3.0070], [3.4312, -3.3576, -1.4082], [5.0360, -2.8164, -2.6759], [0.4063, 2.4838, 4.7700], [-0.1588, 1.1228, 4.5821], [-1.1899, 1.1613, 3.6614], [-0.3045, 3.2104, 5.2768], [0.7863, 2.9122, 3.8910], [1.2879, 2.2842, 5.3568], [-0.4773, 0.6315, 5.5453], [0.6567, 0.5635, 4.0710], [-1.8046, 0.6068, 4.0303], [3.4266, -2.1181, 1.1182], [4.5768, -1.1610, 0.7604], [5.4661, -0.8740, 1.7899], [2.7048, -2.1625, 0.2984], [2.9060, -1.7099, 1.9691], [4.0248, -3.0228, 1.4056], [4.2134, -0.2358, 0.2715], [5.1650, -1.5561, -0.1359], [6.1381, -0.2992, 1.3797], [3.3244, 1.2161, -2.6662], [2.7730, 0.6279, -1.5454], [2.7476, 1.5131, -3.7793], [4.5627, 1.5558, -2.6717], [1.6874, 1.4465, -3.7695], [3.1626, 2.0403, -4.5879], [5.1018, 1.3846, -1.8667], [5.0056, 1.8317, -3.5330], [-0.2085, -0.3776, -0.0316], [-0.4849, -1.0706, -1.1913], [0.9429, 0.0415, 0.2840], [-1.0587, -0.2593, 1.0126], [1.7316, -0.1520, -0.4235], [1.3557, 0.5187, 1.0969], [-2.0514, -0.5666, 0.8906], [-0.8459, 0.3192, 1.8303], [-0.5656, -2.4194, 3.6451], [0.4505, -1.8173, 2.8255], [-0.1512, -3.0900, 4.3297], [-1.2312, -2.9846, 3.1095], [-1.1238, -1.5847, 4.1630], [0.1223, -1.5059, 1.9972], [-1.6713, -2.6606, -3.2053], [-2.6574, -2.6449, -4.1984], [-0.8325, -2.0948, -3.5624], [-1.3004, -3.7197, -3.0963], [-2.1839, -2.3755, -2.3264], [-3.3790, -2.3175, -3.7709], [-3.6813, -1.2180, 2.2977], [-3.6568, -0.7056, 0.9662], [-2.9327, -0.7969, 2.9111], [-3.5742, -2.3276, 2.2990], [-4.6281, -0.9753, 2.7573], [-4.5205, -0.8279, 0.5246], [-3.4046, 2.8217, 1.3598], [-4.7959, 2.3694, 1.3156], [-3.0522, 3.6159, 0.6580], [-2.8710, 1.8781, 1.2630], [-3.1129, 3.3101, 2.2325], [-5.2350, 2.3375, 2.1962], [-0.3505, 3.1663, 0.6149], [-0.3875, 4.3833, 0.0092], [0.5735, 2.7128, 0.5427], [-1.0941, 2.4087, 0.2206], [-0.6097, 3.2957, 1.6591], [0.4527, 4.8442, 0.2522]], "forces_ev_per_a": [[0.2, 0.0, 1.3], [3.1, 1.7, -1.2], [-2.5, 1.4, 0.5], [-0.7, -0.4, -0.5], [0.9, -0.8, -0.1], [-0.5, 0.9, 0.1], [-0.3, -1.2, -1.0], [0.3, -2.0, 0.3], [-0.7, 0.3, 0.2], [-1.6, 2.2, -0.5], [0.6, 1.3, -0.6], [0.9, -2.6, -0.5], [-0.7, -0.6, 0.5], [0.0, -0.4, -0.3], [0.4, -0.3, -0.2], [-0.4, -0.6, 0.0], [0.8, -0.6, 0.1], [0.1, 1.6, 1.5], [0.5, -1.2, 1.6], [0.5, 3.8, -1.8], [-2.6, -1.7, -1.0], [-1.3, 0.1, 0.0], [2.5, 1.3, -1.5], [-0.4, -0.3, 0.0], [1.1, -0.9, 1.0], [0.0, -0.3, -0.8], [-0.2, -0.8, 2.5], [-1.6, 1.7, 1.8], [-0.6, -1.9, 0.6], [0.1, 0.9, -1.1], [0.2, -1.0, -0.6], [-0.9, -0.3, -1.0], [1.4, 0.2, -0.9], [0.0, 0.5, -0.6], [1.1, 0.1, 0.9], [-0.5, 0.3, 0.8], [0.8, -0.3, 0.3], [-3.1, -0.7, -0.7], [4.5, 2.4, -1.3], [0.0, -0.6, 0.0], [-1.8, -0.1, 0.3], [0.2, -0.4, 0.3], [-0.3, -0.5, 0.5], [-0.4, -0.3, 0.7], [0.4, 0.3, -0.3], [-0.9, 0.7, 2.3], [1.8, -0.5, 0.0], [0.4, 1.7, -1.6], [1.0, -0.9, -0.5], [0.1, 0.5, -1.5], [0.4, 0.5, 0.8], [0.5, 0.5, -0.9], [-0.4, -0.4, 0.9], [-2.9, -2.0, 0.8], [2.3, 0.5, 0.4], [-0.5, 0.3, -3.6], [0.8, 0.4, 0.7], [0.4, -0.6, 0.1], [-0.2, -0.1, 0.5], [-1.5, 0.1, -0.3], [-0.4, -0.1, 0.7], [-0.6, -0.3, 1.0], [-0.3, -0.4, 0.6], [-2.9, -3.0, 5.5], [2.5, 2.9, -5.1], [-4.3, 1.0, -3.4], [3.8, 0.9, 0.3], [1.6, -0.8, -0.3], [-0.3, -0.9, 1.8], [0.7, -0.3, 0.7], [0.1, 0.0, 0.3], [-3.3, -3.9, -3.2], [0.9, 3.3, 5.1], [7.1, 0.7, -1.9], [-2.7, -0.5, -0.1], [-1.8, 0.7, 1.1], [-1.2, -0.3, 0.0], [1.5, 0.7, -0.3], [0.0, -0.2, -0.6], [0.7, 3.6, -0.3], [0.8, -1.1, 1.9], [1.1, -0.6, 1.3], [-1.8, -1.3, -1.7], [0.4, -1.0, -0.1], [-0.9, 0.1, -0.8], [0.6, -2.2, -0.9], [1.9, -1.4, -2.6], [0.3, 0.7, 0.5], [-0.3, 0.8, 0.1], [0.7, 0.7, 1.2], [-3.3, 1.3, 1.2], [-1.7, -1.5, -0.8], [-0.8, -0.2, 0.3], [1.1, 0.6, 0.2], [0.0, 0.7, 0.1], [-0.4, 0.0, 0.3], [0.7, 0.0, 0.4], [-0.5, -1.0, -0.8], [0.0, 1.1, 0.5], [-1.2, -1.0, -0.5], [0.6, 0.4, -0.2], [0.0, 0.3, 2.2], [0.9, 0.3, -1.0], [-2.4, -1.8, 1.1], [1.0, 2.5, -1.2], [2.1, -1.1, -0.1], [0.8, 1.2, 0.0], [0.0, -0.3, 0.7], [-1.2, -0.4, -0.5]]}

---

Record 3
{"formula": "C19H24N2O4", "method": "wB97M-V/def2-TZVPD", "multiplicity": 1, "de_lowest_kcal_mol": 32.6, "total_energy_ev": -31263.1754, "species": ["C", "C", "O", "C", "C", "C", "N", "C", "O", "C", "C", "C", "C", "C", "C", "C", "C", "N", "C", "O", "C", "C", "C", "C", "O", "H", "H", "H", "H", "H", "H", "H", "H", "H", "H", "H", "H", "H", "H", "H", "H", "H", "H", "H", "H", "H", "H", "H", "H"], "positions_angstrom": [[-2.0366, -1.4373, 2.6598], [-3.2041, -0.7900, 1.9331], [-3.2678, -1.3044, 0.6140], [-4.4670, -1.0320, -0.0738], [-4.5893, 0.4033, -0.6011], [-3.5449, 0.7083, -1.6756], [-2.2033, 0.6386, -1.1469], [-1.3703, 1.6922, -1.1318], [-1.6260, 2.7718, -1.6242], [-0.0319, 1.3892, -0.4429], [1.0083, 2.4842, -0.7457], [2.3173, 2.1009, -0.1196], [2.5539, 2.3461, 1.2268], [3.7169, 1.9035, 1.8291], [4.6582, 1.2033, 1.0940], [4.4356, 0.9590, -0.2495], [3.2724, 1.4059, -0.8508], [0.4684, 0.0914, -0.8366], [1.0157, -0.7539, 0.0749], [0.8281, -0.6550, 1.2738], [1.8283, -1.8281, -0.5083], [2.4978, -2.8517, 0.1109], [3.1736, -3.5541, -0.9092], [2.8709, -2.9094, -2.0707], [2.0617, -1.8666, -1.8436], [-2.1473, -2.5181, 2.6452], [-2.0157, -1.0959, 3.6907], [-1.0928, -1.1787, 2.1872], [-4.1479, -1.0147, 2.4537], [-3.0775, 0.3024, 1.9143], [-4.4776, -1.7315, -0.9155], [-5.3270, -1.2552, 0.5757], [-5.5852, 0.5283, -1.0275], [-4.4809, 1.1113, 0.2218], [-3.6808, 1.7192, -2.0682], [-3.6468, -0.0097, -2.4979], [-1.9770, -0.1987, -0.6245], [-0.1967, 1.3310, 0.6407], [0.6362, 3.4290, -0.3500], [1.1072, 2.5859, -1.8282], [1.8167, 2.8821, 1.8067], [3.8863, 2.0974, 2.8779], [5.5623, 0.8489, 1.5665], [5.1662, 0.4140, -0.8302], [3.1068, 1.2132, -1.9025], [0.7524, -0.0103, -1.7997], [2.4947, -3.0566, 1.1609], [3.7981, -4.4160, -0.7960], [3.1605, -3.0922, -3.0871]], "forces_ev_per_a": [[-0.3, 0.1, -0.3], [0.1, 0.0, 0.3], [0.3, -0.2, 0.0], [-0.4, 0.2, -0.1], [0.4, -0.3, -0.1], [-0.3, 0.2, 0.0], [-0.2, -0.3, 0.1], [0.3, -0.4, 0.1], [0.0, 0.4, -0.1], [0.0, 0.4, 0.0], [-0.2, -0.2, 0.2], [0.0, 0.1, -0.1], [0.0, 0.0, -0.1], [0.0, 0.0, 0.1], [0.1, 0.0, 0.0], [0.1, -0.1, 0.0], [0.0, 0.1, 0.0], [-0.2, 0.1, -0.2], [-0.2, 0.1, -0.2], [0.2, -0.1, 0.1], [0.5, -0.8, 0.9], [-0.6, 0.7, -0.2], [0.0, 0.2, -0.5], [0.5, -0.7, 0.2], [-0.3, 0.4, -0.1], [0.0, -0.1, 0.1], [0.0, 0.0, 0.1], [0.0, 0.0, 0.0], [0.1, 0.1, -0.1], [-0.1, -0.1, 0.0], [-0.1, 0.0, 0.0], [0.1, -0.1, -0.1], [-0.1, 0.0, 0.0], [-0.1, 0.1, 0.0], [0.0, -0.2, 0.0], [0.0, 0.1, 0.0], [0.1, 0.2, -0.1], [0.0, 0.0, -0.2], [0.0, 0.0, -0.1], [0.0, 0.1, 0.0], [-0.1, 0.1, 0.1], [0.0, 0.0, 0.1], [0.1, 0.0, 0.0], [0.1, 0.0, 0.0], [0.0, 0.0, -0.1], [0.0, -0.1, 0.0], [0.0, 0.0, 0.2], [0.1, -0.2, -0.1], [0.0, 0.1, -0.2]]}